Entry 1:
C6H10N as an isolated structure in a non-equilibrium geometry, computed with the ωB97M-V functional and the def2-TZVPD basis.

As for the spin multiplicity: 1. The charge is +1. Its total energy is -7862.5063 eV.

Last column: Löwdin charge in e.
Positions of all 17 atoms, in Å:
C1 -0.03128 2.00482 -0.10732  0.043
C2 1.02016 1.34390 0.45363  -0.077
C3 -1.78630 0.10352 -0.14460  -0.157
C4 -1.16629 -0.85680 0.82801  0.090
C5 -0.45161 0.72164 -0.76303  -0.212
C6 0.68458 0.01866 0.06298  -0.263
N1 1.84283 -0.87800 -0.13602  0.226
H1 -0.43860 3.02705 0.02065  0.138
H2 1.84314 1.58169 1.16144  0.127
H3 -2.34679 -0.28264 -0.94739  0.094
H4 -2.46872 0.86836 0.30390  0.136
H5 -1.31027 -0.91855 1.92077  0.095
H6 -0.67088 -1.75390 0.34541  0.086
H7 -0.47990 0.63981 -1.78196  0.111
H8 2.35122 -1.00821 0.80481  0.217
H9 2.53717 -0.30947 -0.67001  0.187
H10 1.60899 -1.76788 -0.54668  0.159


Entry 2:
One molecule with the formula C7H11NO in a non-equilibrium geometry, computed with the ωB97M-V functional and the def2-TZVPD basis.

As for the spin multiplicity: 1. The charge is 0. Its SMILES is C[C@H]1O[C@@H]2CCN3[C@@H]1[C@@H]23. Its total energy is -10969.2535 eV.

Last column: Löwdin charge in e.
Positions of all 20 atoms, in Å:
C1 -0.64534 0.08916 2.47742  -0.043
C2 -0.71042 -0.76354 1.23008  -0.321
O1 -1.64053 -0.20526 0.22278  -0.037
C3 -0.59789 0.35070 -0.56236  -0.347
C4 -0.15725 1.36637 -1.62104  -0.039
C5 1.39790 1.06708 -1.16472  -0.162
N1 1.56011 -0.31376 -0.63306  0.022
C6 0.63383 -1.09268 0.49372  -0.062
C7 0.24381 -0.85625 -0.89682  -0.263
H1 -1.65630 0.12288 2.95741  0.095
H2 -0.31126 1.12339 2.26752  0.091
H3 0.03937 -0.37096 3.20128  0.086
H4 -1.14518 -1.70739 1.55981  0.148
H5 -0.00517 0.72307 0.29768  0.102
H6 -0.39805 1.07330 -2.65291  0.102
H7 -0.43208 2.41763 -1.48695  0.102
H8 1.72811 1.85541 -0.42425  0.121
H9 2.13996 1.23313 -1.95420  0.105
H10 1.28265 -1.94718 0.74597  0.139
H11 -0.02644 -1.64988 -1.59987  0.161


Let's list orbital gap in order: 8.78; 10.07 eV.
Let's list highest occupied orbital energy in order: -12.6; -9.0 eV.
Let's list energy relative to the best compared isomer or geometry (same formula, charge and spin) in order: 88.6; 138.9 kcal/mol.